Record 1
{"formula": "C11H28NO5", "method": "ωB97M-V/def2-TZVPD", "species": ["C", "C", "O", "C", "N", "H", "H", "H", "H", "H", "H", "H", "H", "C", "O", "C", "C", "O", "C", "H", "H", "H", "H", "H", "H", "H", "H", "H", "H", "C", "O", "C", "C", "O", "C", "H", "H", "H", "H", "H", "H", "H", "H", "H", "H"], "coordinates": [[-2.777271, -2.826449, -1.704148], [-2.459775, -4.315676, -1.493372], [-1.081982, -4.499645, -1.370679], [-0.554085, -5.801643, -1.873649], [0.272934, -6.487865, -0.980226], [-1.902507, -2.369448, -2.144638], [-2.955452, -2.352870, -0.747493], [-3.642044, -2.700843, -2.347348], [-2.966205, -4.630906, -0.572566], [-2.882316, -4.914198, -2.300113], [-1.406507, -6.439766, -2.109518], [-0.029859, -5.524269, -2.802774], [1.114179, -5.909202, -0.917231], [0.588680, -0.302858, -0.041138], [-0.368708, -1.137146, 0.570217], [0.103411, -2.471345, 0.788571], [0.529549, -2.675810, 2.221054], [1.652726, -1.867341, 2.584157], [1.291328, -0.696030, 3.279170], [0.249753, 0.729523, 0.063725], [1.572088, -0.398113, 0.428284], [0.676160, -0.539773, -1.108872], [0.922817, -2.705546, 0.107164], [-0.708055, -3.157284, 0.557968], [0.823553, -3.720188, 2.346991], [-0.308600, -2.473098, 2.896195], [1.006981, -0.929224, 4.313844], [0.465086, -0.173548, 2.790177], [2.161113, -0.038299, 3.295518], [-0.346805, 5.957943, -1.666858], [0.389319, 6.498423, -0.583819], [0.004337, 5.973739, 0.676918], [0.942755, 4.887019, 1.153026], [0.896975, 3.745086, 0.317981], [1.971245, 3.665628, -0.601652], [0.176041, 6.223857, -2.584141], [-0.418603, 4.870263, -1.604683], [-1.355011, 6.385659, -1.699134], [-1.019742, 5.591085, 0.635435], [0.027969, 6.800131, 1.394638], [0.633005, 4.571163, 2.154273], [1.964459, 5.273639, 1.221656], [2.888754, 3.355122, -0.090102], [2.144814, 4.617550, -1.108712], [1.713495, 2.912556, -1.344095]], "forces_ev_per_a": [[0.17, -0.65, 0.16], [0.07, 0.38, 0.30], [-0.48, 0.50, -0.12], [1.23, -1.22, 0.60], [-0.33, 0.49, -0.02], [0.14, 0.24, -0.27], [-0.07, 0.31, 0.16], [-0.21, 0.17, -0.10], [-0.15, -0.26, 0.10], [0.03, -0.12, -0.30], [-0.41, 0.08, -0.15], [-0.21, 0.34, -0.39], [0.21, -0.23, 0.03], [-0.10, 0.02, -0.08], [0.13, 0.01, 0.14], [-0.19, 0.16, 0.11], [0.18, -0.07, 0.00], [-0.08, 0.04, -0.01], [0.03, -0.04, -0.03], [-0.03, -0.01, -0.01], [0.02, -0.01, -0.01], [0.08, 0.01, 0.01], [0.00, -0.03, -0.05], [0.02, -0.11, -0.11], [0.00, 0.00, -0.01], [-0.01, 0.03, 0.02], [-0.04, 0.04, 0.00], [-0.01, 0.01, 0.01], [0.02, -0.03, 0.03], [0.01, 0.03, 0.00], [0.00, -0.09, -0.02], [0.07, 0.18, -0.02], [-0.07, -0.19, 0.06], [-0.01, 0.09, -0.12], [0.01, -0.08, 0.06], [0.01, 0.05, 0.01], [-0.01, 0.00, 0.01], [-0.02, -0.05, 0.00], [-0.02, -0.04, 0.00], [-0.01, -0.02, 0.01], [0.01, 0.03, 0.01], [0.02, 0.03, -0.02], [0.03, 0.03, -0.04], [-0.01, 0.03, 0.01], [-0.02, -0.04, 0.04]], "mulliken_charge": [-0.984, -0.591, -0.400, -0.341, -0.971, 0.227, 0.212, 0.354, 0.195, 0.606, 0.354, 0.335, 0.130, -0.798, -0.382, -0.045, -0.742, -0.367, -0.702, 0.264, 0.333, 0.338, 0.281, 0.087, 0.423, 0.325, 0.310, 0.303, 0.235, -0.661, -0.379, -0.497, -0.543, -0.257, -0.847, 0.242, 0.263, 0.317, 0.325, 0.367, 0.364, 0.347, 0.309, 0.408, 0.249], "homo_lumo_gap_ev": 4.132, "max_force_ha_per_bohr": 0.036, "charge": -1, "molar_mass_g_mol": 254.35}


Record 2
{"formula": "C3H7NO", "method": "ωB97M-V/def2-TZVPD", "species": ["C", "N", "C", "C", "O", "H", "H", "H", "H", "H", "H", "H"], "coordinates": [[-1.817210, -0.352466, -0.238170], [-0.608017, 0.261018, 0.280060], [0.542038, 0.017226, -0.429021], [1.809504, 0.375572, 0.311004], [0.522725, -0.381218, -1.581409], [-1.620416, -1.405681, -0.095055], [-1.926878, -0.165737, -1.311117], [-2.729193, -0.117399, 0.317705], [-0.526812, 0.322139, 1.285223], [1.895293, 1.465938, 0.308833], [2.672206, -0.052156, -0.199609], [1.786763, 0.032767, 1.351555]], "forces_ev_per_a": [[0.08, -0.65, 0.06], [0.00, 0.37, -0.10], [-0.02, 0.25, -0.03], [0.11, 0.04, -0.01], [0.05, 0.03, 0.44], [-0.60, -0.69, -0.40], [0.00, 0.13, 0.39], [0.36, 0.41, -0.07], [0.05, 0.07, -0.21], [0.10, -0.10, 0.06], [-0.14, 0.05, 0.04], [0.01, 0.07, -0.17]], "mulliken_charge": [-0.768, -0.248, 0.656, -1.020, -0.612, 0.301, 0.253, 0.295, 0.262, 0.266, 0.291, 0.325], "homo_lumo_gap_ev": 10.505, "de_lowest_ev": 0.399, "max_force_ha_per_bohr": 0.019, "molar_mass_g_mol": 73.09}


Record 3
{"formula": "C13H15ClF3O3", "method": "ωB97M-V/def2-TZVPD", "species": ["C", "C", "C", "Cl", "C", "C", "C", "O", "C", "C", "C", "C", "F", "F", "F", "C", "C", "O", "H", "H", "H", "H", "H", "H", "H", "H", "H", "H", "H", "H", "C", "O", "H", "H", "H"], "coordinates": [[-2.606915, -3.292086, -1.686970], [-1.329823, -2.480845, -1.380933], [-1.688384, -1.098730, -0.851517], [-2.728591, -0.234840, -2.076444], [-0.523242, -0.179672, -0.581620], [-0.635310, 0.632963, 0.442623], [0.432930, 1.611299, 0.772786], [0.279890, 2.386202, 1.671516], [1.688235, 1.662903, -0.040710], [2.795024, 2.618698, 0.338796], [4.002802, 1.811128, 0.910961], [4.040327, 1.774385, 2.412243], [2.963164, 1.252286, 2.955022], [4.219615, 2.991942, 2.917895], [5.072370, 1.029193, 2.828313], [1.812005, 0.851958, -1.055733], [0.715280, -0.109462, -1.406161], [0.885428, -0.770519, -2.374869], [-3.142296, -2.841084, -2.521076], [-2.297826, -4.295951, -2.010821], [-3.239143, -3.406993, -0.802706], [-0.780520, -3.007953, -0.592492], [-0.756472, -2.459583, -2.306520], [-2.300399, -1.211057, 0.079847], [-1.513815, 0.626092, 1.076660], [2.453912, 3.297255, 1.121808], [3.160330, 3.151852, -0.536874], [4.934705, 2.275952, 0.581612], [3.995364, 0.791025, 0.528840], [2.704311, 0.867279, -1.669682], [-4.506400, -0.874364, 0.662519], [-3.647283, -1.808918, 1.123177], [-4.752607, -0.916232, -0.424393], [-5.526922, -0.839835, 1.122867], [-4.179743, 0.195712, 0.772035]], "forces_ev_per_a": [[0.57, -0.52, 0.13], [-1.11, -0.44, -0.16], [0.71, -0.10, -0.49], [0.28, 0.16, -0.16], [-0.36, -0.74, -0.50], [0.69, 0.98, 0.93], [-0.32, -0.60, -0.65], [-0.07, 1.14, 1.30], [0.07, 1.02, 0.89], [0.28, -0.88, 0.74], [-0.15, 0.46, -0.54], [0.52, -0.23, -0.95], [-1.08, -0.28, 0.39], [-0.02, 0.81, 0.42], [0.71, -0.39, 0.25], [-0.61, -0.76, -0.45], [0.27, 1.18, 0.97], [0.20, -1.62, -2.17], [-0.17, 0.02, 0.16], [-0.07, 0.09, 0.01], [-0.06, 0.35, -0.09], [0.15, 0.15, -0.09], [0.27, 0.24, 0.26], [-0.21, -0.18, -0.28], [0.00, 0.07, 0.07], [-0.08, 0.22, -0.33], [-0.25, 0.16, 0.04], [0.02, -0.06, 0.17], [0.02, -0.02, 0.12], [-0.12, -0.27, -0.26], [-0.63, 0.52, -0.13], [0.17, 0.01, 0.04], [0.07, -0.26, -0.06], [0.09, -0.26, 0.29], [0.22, 0.03, 0.10]], "mulliken_charge": [-1.287, -0.406, 0.923, -0.238, -0.515, -0.205, 0.181, -0.623, 0.294, -1.337, -0.725, 0.825, -0.246, -0.275, -0.294, -0.237, 0.386, -0.583, 0.337, 0.404, 0.252, 0.293, 0.252, 0.081, 0.545, 0.378, 0.447, 0.357, 0.414, 0.518, -0.559, -0.876, 0.105, 0.318, 0.094], "homo_lumo_gap_ev": 4.422, "max_force_ha_per_bohr": 0.053, "charge": -1, "molar_mass_g_mol": 311.71}


Record 4
{"formula": "C16H36NO3P", "method": "ωB97M-V/def2-TZVPD", "species": ["C", "O", "C", "C", "C", "C", "C", "C", "C", "C", "P", "C", "C", "C", "O", "H", "H", "H", "H", "H", "H", "H", "H", "H", "H", "H", "H", "H", "H", "H", "H", "H", "H", "H", "H", "H", "H", "H", "H", "H", "C", "O", "C", "C", "C", "N", "H", "H", "H", "H", "H", "H", "H", "H", "H", "H", "H"], "coordinates": [[1.470293, -3.793659, 2.342952], [1.917699, -2.526841, 2.787564], [2.235963, -1.621609, 1.745578], [1.507149, -0.275870, 2.024492], [1.051994, 0.434216, 0.718277], [-0.385546, 0.047202, 0.316469], [-0.608776, -1.462420, 0.049015], [-1.810313, -1.761676, -0.869915], [-3.201332, -1.612865, -0.209979], [-3.648044, -0.154700, 0.076456], [-4.165388, 0.236440, 1.829011], [-3.743800, -1.163120, 2.972648], [-2.215709, -1.172262, 3.325292], [-1.873185, -1.930169, 4.649773], [-1.591506, -2.407463, 3.202615], [1.054977, -3.789377, 1.327122], [0.664650, -4.115569, 3.013752], [2.267771, -4.551665, 2.382698], [2.010413, -1.994183, 0.742012], [3.311239, -1.372314, 1.743127], [2.178119, 0.384197, 2.582659], [0.610719, -0.498435, 2.612769], [1.719463, 0.215722, -0.124267], [1.037012, 1.516415, 0.901076], [-0.609998, 0.573976, -0.625578], [-1.126955, 0.366088, 1.059861], [0.289038, -1.824610, -0.474631], [-0.677435, -2.001420, 1.002045], [-1.725928, -2.823548, -1.150316], [-1.713241, -1.201985, -1.809995], [-3.915368, -2.040773, -0.926275], [-3.214793, -2.279159, 0.657800], [-4.524886, 0.047790, -0.547180], [-2.909200, 0.587407, -0.240583], [-3.302663, 1.290783, 2.246244], [-4.198345, -0.945585, 3.940517], [-3.958208, -2.156062, 2.580665], [-1.639314, -0.275318, 3.116993], [-2.361950, -2.868700, 4.888375], [-0.811944, -1.772138, 4.838927], [0.732189, 3.050491, -1.978946], [2.034728, 2.496501, -1.937107], [2.447805, 1.864839, -3.135745], [2.975765, 2.821395, -4.217205], [1.877157, 3.586571, -4.948549], [3.939326, 3.782781, -3.671577], [0.053613, 2.452799, -2.594725], [0.761233, 4.080287, -2.341632], [0.347753, 3.071974, -0.958344], [3.267651, 1.201842, -2.844786], [1.647942, 1.221383, -3.526120], [3.494091, 2.209140, -4.961497], [1.476442, 4.407241, -4.353837], [2.270324, 4.022241, -5.867582], [1.051209, 2.925494, -5.220813], [4.725003, 3.273670, -3.275131], [3.505093, 4.224607, -2.864469]], "forces_ev_per_a": [[-0.19, -0.51, 0.38], [0.03, -0.30, -0.74], [0.20, 1.34, 0.51], [0.01, -0.22, -1.05], [-0.71, -0.14, 0.75], [0.06, -0.45, -0.54], [0.28, 0.61, -0.44], [0.11, -0.62, 0.67], [0.43, 0.14, -0.92], [0.23, -0.24, 0.16], [-1.80, 0.29, -0.14], [2.61, 1.19, 0.07], [-1.63, -2.07, 1.98], [2.00, -0.55, -4.02], [0.07, 0.94, -0.94], [0.12, 0.24, 0.12], [0.16, 0.05, -0.09], [-0.03, 0.23, -0.04], [-0.22, -0.21, 0.27], [-0.10, -0.46, 0.06], [-0.23, -0.15, 0.12], [0.23, 0.06, 0.14], [0.05, 0.18, 0.19], [0.27, -0.14, -0.24], [-0.06, 0.02, 0.24], [0.30, 0.24, -0.03], [-0.18, -0.06, 0.12], [-0.06, -0.05, -0.21], [-0.03, 0.20, -0.04], [-0.18, 0.12, 0.24], [0.02, 0.02, 0.26], [-0.03, 0.29, 0.03], [0.02, 0.03, 0.31], [0.06, -0.28, 0.08], [0.36, -0.62, -0.09], [-0.64, -0.20, -0.40], [-0.47, 0.19, 0.13], [0.11, -0.09, 0.02], [-0.67, 0.87, 1.39], [-0.48, 0.16, 1.67], [0.14, 0.14, 0.26], [-0.18, -0.11, -0.17], [0.25, -0.19, -0.01], [-0.21, 0.27, 0.16], [-0.06, -0.04, -0.21], [0.05, -0.22, 0.12], [0.03, 0.02, -0.06], [-0.15, -0.03, -0.11], [0.04, -0.07, 0.00], [0.01, 0.05, 0.06], [-0.08, 0.10, -0.04], [0.03, -0.06, 0.08], [0.03, -0.04, 0.06], [0.04, 0.01, 0.05], [0.00, 0.01, 0.02], [0.06, 0.05, -0.11], [-0.01, 0.08, -0.09]], "mulliken_charge": [-0.551, -0.388, -0.603, -0.240, -0.750, 0.244, 0.660, -1.496, -0.580, -0.557, -0.198, -1.179, 0.885, -1.130, -0.417, 0.228, 0.155, 0.304, 0.344, 0.354, 0.452, -0.214, 0.244, 0.268, 0.287, -0.341, 0.349, -0.273, 0.431, 0.384, 0.392, 0.241, 0.485, 0.247, 0.007, 0.485, 0.484, 0.260, 0.367, 0.350, -0.744, -0.345, -0.711, 0.318, -1.398, -0.757, 0.305, 0.292, 0.264, 0.364, 0.414, 0.419, 0.273, 0.352, 0.343, 0.277, 0.342], "homo_lumo_gap_ev": 8.920, "de_lowest_ev": 1.490, "max_force_ha_per_bohr": 0.088, "molar_mass_g_mol": 321.44}